Entry 1:
# C4H18AgB2O3S

A molecular structure, C4H18AgB2O3S (ωB97M-V with the def2-TZVPD basis set, the OMol25 dataset).

Orbital gap   1.98 eV
Charge   -3
LUMO   6.2 eV
HOMO energy   4.21 eV

Cartesian coordinates (Å):
1 Ag -1.5060 -0.5849 0.5162
2 O 3.4506 -1.2334 -0.6106
3 C 2.7861 -0.9465 -1.7659
4 C 1.2002 -0.9065 -1.8522
5 O 0.3280 -1.6668 -1.1075
6 H 3.1425 -1.5891 -2.6147
7 H 3.0494 0.0597 -2.1899
8 H 0.9374 -0.8140 -2.9382
9 H 0.9924 0.1541 -1.5201
10 B -2.9100 -3.1211 -0.6385
11 H -3.8363 -2.9333 0.0560
12 H -2.6932 -4.2639 -0.7123
13 H -3.0969 -2.7467 -1.7281
14 H -1.9762 -2.5512 -0.2090
15 B 0.1326 -1.3823 2.4200
16 H -0.3495 -2.2189 1.7810
17 H 1.1195 -1.5787 3.0000
18 H 0.4124 -0.5229 1.6749
19 H -0.6143 -0.9123 3.1996
20 C 0.8729 2.2703 1.2626
21 S 0.0757 2.4131 -0.3752
22 O -1.0399 1.4449 -0.2502
23 C -0.7401 4.0301 -0.1286
24 H 1.7076 2.9404 1.4915
25 H 1.2318 1.2489 1.4229
26 H 0.1313 2.4356 2.0497
27 H -1.5531 4.0123 -0.8532
28 H -0.0859 4.8934 -0.2555
29 H -1.1695 4.0697 0.8751


Entry 2:
# C71H71Ge2N4O6Ti

A molecular structure, C71H71Ge2N4O6Ti (ωB97M-V with the def2-TZVPD basis set, the OMol25 dataset).

Orbital gap   5.70 eV
Charge   +1
LUMO   -3.9 eV
HOMO energy   -9.57 eV

Cartesian coordinates (Å):
1 Ti 0.0508 -0.0651 -0.7995
2 C -3.1394 9.2883 -2.3583
3 O -2.5550 8.3471 -3.2538
4 C -2.1871 7.1538 -2.7433
5 C -1.6069 6.2548 -3.6378
6 C -1.1982 5.0106 -3.2026
7 C -1.3606 4.6168 -1.8656
8 C -1.9429 5.5212 -0.9912
9 C -2.3521 6.7864 -1.4146
10 C -0.9257 3.2372 -1.4612
11 C 0.4119 2.9228 -1.5563
12 C 1.4342 3.8856 -1.8224
13 C 2.6286 3.2704 -1.6779
14 C 2.3739 1.9038 -1.3527
15 N 1.0024 1.6860 -1.2730
16 C 3.3760 0.9608 -1.1854
17 C 3.0956 -0.3882 -1.0751
18 C 4.0908 -1.4178 -1.0594
19 C 3.4703 -2.5881 -1.3226
20 C 2.0784 -2.2996 -1.5227
21 C 1.2046 -3.1291 -2.1921
22 C 1.7544 -4.3786 -2.8233
23 C 2.0221 -5.5285 -2.0817
24 C 2.5967 -6.6376 -2.6717
25 C 2.9233 -6.6223 -4.0233
26 O 3.5028 -7.7442 -4.5016
27 C 3.9030 -7.7535 -5.8678
28 C 2.6441 -5.4911 -4.7871
29 C 2.0628 -4.3791 -4.1786
30 C -0.1033 -2.7436 -2.4922
31 N -0.7387 -1.6108 -2.0415
32 C -2.0486 -1.7229 -2.4910
33 C -3.0970 -0.8606 -2.2103
34 C -4.4104 -1.0577 -2.9140
35 C -4.5684 -0.4650 -4.1624
36 C -5.7513 -0.5910 -4.8840
37 C -6.8072 -1.3209 -4.3450
38 O -8.0002 -1.4939 -4.9479
39 C -8.2189 -0.8264 -6.1842
40 C -6.6560 -1.9315 -3.1051
41 C -5.4734 -1.7976 -2.3998
42 C -2.9133 0.3390 -1.5356
43 C -3.9264 1.3253 -1.3741
44 C -3.3012 2.5193 -1.1785
45 C -1.9008 2.2736 -1.2006
46 N -1.6700 0.9040 -1.2873
47 C -2.2017 -2.9179 -3.2594
48 C -1.0084 -3.5539 -3.2499
49 N 1.8424 -0.9469 -1.2577
50 C 4.7975 1.3491 -1.4811
51 C 5.7512 1.5037 -0.4786
52 C 7.0716 1.7633 -0.7931
53 C 7.4712 1.8640 -2.1207
54 O 8.7892 2.0696 -2.3281
55 C 9.2510 2.0723 -3.6722
56 C 6.5237 1.7575 -3.1365
57 C 5.1954 1.4974 -2.8060
58 H -4.0668 8.9021 -1.9294
59 H -3.3568 10.1707 -2.9488
60 H -2.4469 9.5529 -1.5556
61 H -1.4874 6.5585 -4.6730
62 H -0.7536 4.3176 -3.9087
63 H -2.0707 5.2579 0.0520
64 H -2.7886 7.4682 -0.6962
65 H 1.2534 4.9225 -2.0668
66 H 3.6153 3.6973 -1.7835
67 H 5.1447 -1.2400 -0.8953
68 H 3.9086 -3.5738 -1.4065
69 H 1.7733 -5.5555 -1.0247
70 H 2.8074 -7.5349 -2.0988
71 H 3.0501 -7.6071 -6.5343
72 H 4.3321 -8.7321 -6.0483
73 H 4.6534 -6.9843 -6.0632
74 H 2.8749 -5.4573 -5.8442
75 H 1.8601 -3.4936 -4.7714
76 H -3.7478 0.1056 -4.5853
77 H -5.8317 -0.1257 -5.8577
78 H -9.2400 -1.0469 -6.4677
79 H -7.5434 -1.1929 -6.9571
80 H -8.0973 0.2512 -6.0765
81 H -7.4818 -2.5114 -2.7076
82 H -5.3922 -2.2696 -1.4292
83 H -4.9890 1.1353 -1.4658
84 H -3.7561 3.4954 -1.0785
85 H -3.1229 -3.2209 -3.7363
86 H -0.7539 -4.5053 -3.6935
87 H 5.4522 1.4220 0.5619
88 H 7.8209 1.8901 -0.0184
89 H 10.3277 2.1804 -3.6207
90 H 8.8333 2.9076 -4.2352
91 H 9.0030 1.1368 -4.1734
92 H 6.8003 1.8759 -4.1761
93 H 4.4586 1.4010 -3.5965
94 C -0.7330 4.8750 2.8669
95 C 0.7783 4.6227 2.7933
96 C 0.8670 3.9446 1.4462
97 O -0.2310 3.0231 1.4355
98 C -1.3104 3.6335 2.1779
99 H -0.9816 5.7850 2.3167
100 H -1.1033 4.9741 3.8857
101 H 1.0851 3.9325 3.5843
102 H 1.3756 5.5328 2.8526
103 H 1.7828 3.3893 1.2506
104 H 0.7423 4.6902 0.6533
105 H -1.6651 2.9093 2.9027
106 H -2.1349 3.8631 1.5010
107 C 1.8513 -1.7092 4.7965
108 Ge 0.7932 -2.2647 3.2423
109 C 1.6550 -3.9152 2.5963
110 C -0.9226 -2.7308 4.0830
111 Ge 0.6900 -0.3033 1.7037
112 C 2.5730 0.1875 2.0891
113 C 3.5389 -0.8178 2.0019
114 C 4.8599 -0.5931 2.3739
115 C 5.2477 0.6619 2.8366
116 C 4.3068 1.6818 2.9143
117 C 2.9836 1.4418 2.5448
118 C -0.4260 0.6535 3.0148
119 C 0.0737 1.1556 4.2160
120 C -0.7880 1.6423 5.1977
121 C -2.1659 1.6143 5.0037
122 C -2.6781 1.1189 3.8105
123 C -1.8124 0.6590 2.8259
124 H 2.1945 -2.6205 5.2997
125 H 1.2236 -1.1434 5.4897
126 H 2.7220 -1.1045 4.5309
127 H 1.2594 -4.7679 3.1579
128 H 2.7312 -3.8534 2.7846
129 H 1.4986 -4.0934 1.5289
130 H -0.6872 -3.1458 5.0695
131 H -1.5147 -3.4693 3.5396
132 H -1.5270 -1.8293 4.2298
133 H 3.2535 -1.8065 1.6556
134 H 5.5834 -1.4009 2.3189
135 H 6.2730 0.8393 3.1451
136 H 4.5973 2.6623 3.2778
137 H 2.2562 2.2401 2.6524
138 H 1.1433 1.1627 4.3995
139 H -0.3802 2.0318 6.1250
140 H -2.8344 1.9814 5.7745
141 H -3.7504 1.1028 3.6440
142 H -2.2192 0.3232 1.8822
143 C -2.2877 -4.2207 0.0768
144 C -3.5307 -3.3698 0.4194
145 C -2.9652 -2.0793 1.0121
146 O -1.6058 -1.9957 0.5378
147 C -1.1150 -3.3508 0.5115
148 H -2.2433 -4.4358 -0.9882
149 H -2.2782 -5.1687 0.6148
150 H -4.1925 -3.8647 1.1302
151 H -4.0968 -3.1627 -0.4829
152 H -2.9641 -2.1144 2.1016
153 H -3.4934 -1.1868 0.6874
154 H -0.7923 -3.6350 1.5021
155 H -0.2615 -3.3911 -0.1548


Entry 3:
# C3H9N3O

A gas-phase ion, C3H9N3O (charge +1) (ωB97M-V with the def2-TZVPD basis set, the OMol25 dataset).

Orbital gap (spin up / spin down)   11.87 / 6.35 eV
Energy relative to the best compared isomer or geometry (same formula, charge and spin)   23.7 kJ/mol
Multiplicity   2
Charge   +1
LUMO (spin up / spin down)   -3.2 / -8.3 eV
HOMO energy (spin up / spin down)   -15.06 / -14.66 eV

Cartesian coordinates (Å):
1 O -2.1858 1.4727 0.7184
2 C -1.0952 1.2658 0.2968
3 N -0.2776 2.2117 -0.2193
4 C -0.5359 -0.2090 0.2363
5 N 0.8162 -0.3419 -0.0713
6 C 1.3258 -1.4504 -0.8582
7 N 1.4541 -2.6091 0.0312
8 H -0.4288 3.1379 0.1680
9 H 0.5970 2.0240 -0.6695
10 H -0.8042 -0.6374 1.2046
11 H -1.1344 -0.8054 -0.4093
12 H 1.4494 -0.0012 0.6483
13 H 0.6993 -1.6633 -1.7190
14 H 2.3394 -1.2161 -1.1490
15 H 2.3263 -3.0779 -0.1667
16 H 0.6862 -3.2523 -0.0996


Entry 4:
# CH4FN2O

2 unconnected molecules or ions with the total composition CH4FN2O (ωB97M-V with the def2-TZVPD basis set, the OMol25 dataset).

Orbital gap (spin up / spin down)   6.58 / 6.58 eV
Energy relative to the best compared isomer or geometry (same formula, charge and spin)   62.7 kJ/mol
Charge   -1
LUMO (spin up / spin down)   4.7 / 4.7 eV
HOMO energy (spin up / spin down)   -1.91 / -1.91 eV

Cartesian coordinates (Å):
1 C -0.2593 0.7405 0.2323
2 N 0.9059 0.1621 -0.0526
3 N -1.4802 0.0345 0.2153
4 O -2.6135 0.6062 0.1623
5 F 2.0417 -1.9233 -0.5843
6 H -0.4131 1.8233 0.1371
7 H 1.6923 0.6670 -0.0894
8 H 1.5159 -1.1462 -0.1531
9 H -1.3897 -0.9641 0.1325